Arrangement P

{
  "formula": "C9H13NO2",
  "method": "wB97M-V/def2-TZVPD",
  "species": ["C", "C", "C", "C", "C", "C", "C", "C", "C", "H", "H", "H", "H", "H", "H", "H", "H", "H", "H", "H", "H", "H", "N", "O", "O"],
  "coordinates": [[-0.296, -0.605, 2.605], [-1.134, -0.600, 1.396], [-1.247, 1.508, 0.346], [-0.980, 2.602, -0.503], [0.033, 2.336, -1.462], [0.709, 0.930, -1.466], [0.534, 0.076, -0.386], [1.344, -1.158, -0.292], [0.629, -2.269, -1.162], [0.694, -1.500, 2.480], [-0.002, 0.447, 3.027], [-1.168, -1.098, 3.270], [-2.088, -0.215, 1.824], [-1.291, -1.550, 0.850], [-2.061, 1.586, 1.069], [-1.607, 3.435, -0.352], [1.378, 1.655, -2.940], [1.406, -1.302, 0.847], [2.392, -0.940, -0.761], [1.472, -2.988, -1.256], [0.132, -1.992, -2.182], [-0.270, -2.609, -0.575], [-0.619, 0.337, 0.357], [0.487, 3.099, -2.230], [1.550, 0.815, -2.505]],
  "lowdin_charge": [-0.11, -0.26, -0.08, 0.03, -0.42, -0.17, -0.20, -0.18, -0.08, 0.15, 0.12, 0.11, 0.11, 0.12, 0.12, 0.09, 0.08, 0.09, 0.15, 0.07, 0.12, 0.06, -0.06, 0.07, 0.08],
  "mol_weight_g_mol": 167.21,
  "lumo_energy_ev": 0.585,
  "orbital_gap_ev": 8.3,
  "multiplicity": 1
}

Arrangement Q

{
  "formula": "C9H13NO2",
  "method": "wB97M-V/def2-TZVPD",
  "species": ["C", "C", "C", "C", "C", "O", "C", "C", "H", "H", "H", "H", "H", "H", "H", "H", "C", "C", "N", "O", "H", "H", "H", "H", "H"],
  "coordinates": [[2.854, -2.582, 1.369], [1.451, -2.069, 1.374], [0.493, -2.989, 1.887], [-0.861, -2.484, 2.033], [-1.077, -1.161, 1.802], [-2.360, -0.752, 1.895], [-0.067, -0.311, 1.373], [1.200, -0.625, 1.170], [3.070, -3.205, 0.500], [3.643, -1.803, 1.507], [2.993, -3.165, 2.217], [0.801, -4.040, 2.089], [-1.444, -3.184, 2.404], [-2.513, 0.061, 1.411], [-0.415, 0.650, 1.376], [2.006, 0.044, 0.747], [-1.178, 4.165, -2.573], [-1.545, 2.737, -2.584], [-0.626, 1.852, -3.224], [-2.656, 2.274, -2.345], [-0.616, 4.497, -3.469], [-0.432, 4.431, -1.756], [-2.051, 4.799, -2.492], [-0.967, 0.879, -3.257], [0.298, 1.983, -3.452]],
  "lowdin_charge": [-0.09, -0.26, -0.01, 0.01, -0.34, 0.06, -0.08, -0.02, 0.08, 0.09, 0.04, 0.12, 0.06, 0.10, 0.09, 0.13, -0.03, -0.56, 0.13, 0.03, 0.09, 0.11, 0.08, 0.11, 0.05],
  "mol_weight_g_mol": 167.21,
  "smiles": "Cc1ccc(O)cc1.CC(N)=O",
  "lumo_energy_ev": 0.602,
  "orbital_gap_ev": 8.7,
  "multiplicity": 1
}

Most stable = arrangement Q

Arrangement P

{
  "formula": "C9H13NO2",
  "method": "wB97M-V/def2-TZVPD",
  "species": ["C", "C", "C", "C", "C", "O", "C", "C", "H", "H", "H", "H", "H", "H", "H", "H", "C", "C", "N", "O", "H", "H", "H", "H", "H"],
  "coordinates": [[-0.922, -2.293, -1.266], [-0.461, -1.838, 0.104], [-1.104, -0.784, 0.745], [-0.624, -0.242, 1.928], [0.538, -0.747, 2.478], [1.026, -0.150, 3.600], [1.124, -1.888, 1.928], [0.646, -2.400, 0.737], [-1.007, -1.440, -1.933], [-1.845, -2.882, -1.212], [-0.180, -2.986, -1.671], [-2.027, -0.376, 0.329], [-1.106, 0.603, 2.385], [1.952, -0.399, 3.742], [1.934, -2.314, 2.500], [1.106, -3.302, 0.344], [0.580, 1.698, -1.980], [0.455, 3.095, -1.446], [-0.820, 3.580, -1.410], [1.415, 3.749, -1.105], [1.406, 1.177, -1.496], [0.799, 1.711, -3.056], [-0.287, 1.053, -1.837], [-1.033, 4.469, -0.984], [-1.565, 2.904, -1.424]],
  "lowdin_charge": [-0.05, -0.29, -0.06, -0.02, -0.33, 0.05, -0.02, -0.05, 0.06, 0.08, 0.07, 0.12, 0.11, 0.11, 0.11, 0.11, -0.01, -0.61, 0.15, 0.05, 0.09, 0.09, 0.05, 0.11, 0.09],
  "mol_weight_g_mol": 167.21,
  "smiles": "Cc1ccc(O)cc1.CC(N)=O",
  "lumo_energy_ev": 0.694,
  "orbital_gap_ev": 9.2,
  "multiplicity": 1
}

Arrangement Q

{
  "formula": "C9H13NO2",
  "method": "wB97M-V/def2-TZVPD",
  "species": ["C", "C", "C", "C", "C", "C", "C", "C", "C", "N", "O", "O", "H", "H", "H", "H", "H", "H", "H", "H", "H", "H", "H", "H", "H"],
  "coordinates": [[0.863, -0.859, 0.419], [1.697, 1.197, -0.286], [0.211, 1.303, -0.484], [-2.698, 0.242, 0.593], [-2.574, -0.141, -0.890], [-1.298, 0.050, 1.200], [-1.192, -0.782, -1.029], [-0.328, -0.046, 0.008], [3.311, -0.501, 0.558], [1.944, -0.109, 0.212], [3.855, -1.535, -0.202], [2.555, 2.013, -0.468], [-0.179, 2.155, 0.074], [0.003, 1.479, -1.541], [-3.030, 1.274, 0.698], [-3.421, -0.390, 1.107], [-3.360, -0.825, -1.204], [-2.638, 0.750, -1.516], [-1.023, 0.853, 1.883], [-1.249, -0.891, 1.749], [-1.232, -1.838, -0.760], [-0.789, -0.698, -2.037], [3.322, -0.753, 1.630], [3.941, 0.377, 0.375], [3.309, -2.323, -0.089]],
  "lowdin_charge": [0.11, -0.38, -0.01, -0.17, -0.18, -0.14, -0.14, -0.47, -0.22, -0.02, -0.02, 0.13, 0.14, 0.14, 0.10, 0.10, 0.11, 0.11, 0.12, 0.11, 0.12, 0.12, 0.14, 0.13, 0.09],
  "mol_weight_g_mol": 167.21,
  "lumo_energy_ev": 0.512,
  "orbital_gap_ev": 9.3,
  "multiplicity": 1
}

Most stable = arrangement P

Arrangement P

{
  "formula": "C3H5NO2S",
  "method": "wB97M-V/def2-TZVPD",
  "species": ["C", "C", "C", "N", "O", "O", "S", "H", "H", "H", "H", "H"],
  "coordinates": [[0.752, 0.079, -0.066], [-1.619, 0.190, 0.136], [1.939, -0.897, -0.092], [0.947, 1.318, -0.088], [-4.055, 0.577, 0.104], [-0.478, -0.545, -0.034], [-3.091, -0.540, -0.031], [-1.465, 1.324, 0.450], [0.243, 1.980, -0.135], [2.046, -1.302, 0.918], [2.852, -0.297, -0.399], [1.930, -1.887, -0.764]],
  "lowdin_charge": [-0.46, -0.39, -0.02, 0.17, -0.61, -0.09, 0.96, 0.14, 0.02, 0.07, 0.09, 0.12],
  "mol_weight_g_mol": 119.14,
  "lumo_energy_ev": -0.465,
  "orbital_gap_ev": 8.6,
  "multiplicity": 1
}

Arrangement Q

{
  "formula": "C3H5NO2S",
  "method": "wB97M-V/def2-TZVPD",
  "species": ["C", "C", "C", "N", "O", "O", "S", "H", "H", "H", "H", "H"],
  "coordinates": [[-1.335, 1.787, 0.677], [0.197, 0.333, -0.565], [1.158, -2.008, 0.155], [-0.596, 1.400, -0.483], [-0.773, 2.152, -1.496], [-1.828, 2.815, 0.968], [0.603, -0.493, 0.933], [-1.335, 0.907, 1.515], [0.282, 0.045, -1.600], [1.268, -1.570, -0.803], [0.402, -2.797, 0.107], [1.957, -2.572, 0.592]],
  "lowdin_charge": [-0.28, -0.32, -0.38, -0.31, -0.08, 0.14, 0.90, 0.13, 0.12, -0.01, 0.05, 0.04],
  "mol_weight_g_mol": 119.14,
  "lumo_energy_ev": [-0.775, -0.774],
  "orbital_gap_ev": [7.6, 7.6],
  "multiplicity": 1
}

Arrangement R

{
  "formula": "C3H5NO2S",
  "method": "wB97M-V/def2-TZVPD",
  "species": ["C", "N", "O", "C", "C", "O", "S", "H", "H", "H", "H", "H"],
  "coordinates": [[1.897, -2.061, -0.302], [1.659, -0.931, 0.193], [0.432, -0.878, 0.878], [0.147, 0.437, 1.322], [-0.724, 1.081, 0.227], [-0.935, 2.267, 0.205], [-1.146, 0.070, -1.149], [1.183, -2.871, -0.163], [2.832, -2.114, -0.837], [-0.445, 0.395, 2.245], [1.069, 1.037, 1.331], [-1.820, 1.099, -1.688]],
  "lowdin_charge": [-0.01, -0.02, -0.24, -0.16, -0.77, 0.00, 0.86, 0.09, 0.08, 0.14, 0.14, -0.10],
  "mol_weight_g_mol": 119.14,
  "smiles": "C=NOCC(=O)S",
  "lumo_energy_ev": 0.737,
  "orbital_gap_ev": 10.4,
  "multiplicity": 1
}

Arrangement S

{
  "formula": "C3H5NO2S",
  "method": "wB97M-V/def2-TZVPD",
  "species": ["C", "C", "C", "N", "O", "O", "S", "H", "H", "H", "H", "H"],
  "coordinates": [[1.114, -0.012, 0.491], [0.682, -0.603, -0.807], [-0.110, 0.799, 0.446], [-0.414, 0.428, -0.962], [-2.789, 0.770, 0.067], [-1.767, -1.519, 0.229], [-1.670, -0.084, 0.096], [1.178, -0.646, 1.339], [2.082, 0.622, 0.489], [1.356, -0.464, -1.603], [0.209, -1.601, -0.694], [0.128, 2.311, 0.910]],
  "lowdin_charge": [-0.20, -0.18, -0.33, -0.12, -0.27, -0.29, 0.71, 0.10, 0.15, 0.10, 0.11, 0.24],
  "mol_weight_g_mol": 119.14,
  "lumo_energy_ev": 0.173,
  "orbital_gap_ev": 9.9,
  "multiplicity": 1
}

Most stable = arrangement R